86
Properties=species:S:1:pos:R:3:mulliken_charge:R:1 method="wB97M-V/def2-TZVPD" total_charge=0 lumo_ev=0.267 e_above_lowest_kcal_mol=25.41 total_energy_ev=-76812.91943 homo_lumo_gap_ev=8.7 e_homo_ev=-8.402
In -0.20295 0.58004 -0.99018 0.778
O 2.68064 -1.85129 -2.52923 -0.644
N 2.63046 -0.69219 -2.12893 1.019
O 3.51312 -0.17192 -1.40730 -0.778
O 1.56820 -0.03231 -2.37734 -0.607
C 2.22881 -2.71988 0.45729 -1.543
C 0.95180 -2.59967 1.31549 2.991
C 1.14683 -3.63454 2.47574 -2.005
C -0.22714 -2.95695 0.39178 -2.852
P 0.53921 -0.85375 1.87996 -0.826
N 0.74317 0.16417 0.70105 0.391
C -1.27329 -0.87906 2.63457 2.166
C -2.28948 -0.92673 1.45217 -1.285
C -1.60759 -1.99772 3.60886 -1.945
C -1.46429 0.52333 3.29861 -1.706
C 1.67399 -0.39144 3.25681 2.243
C 1.64441 1.15301 3.45872 -1.810
C 1.59546 -1.06861 4.61829 -1.675
C 3.07078 -0.78158 2.70562 -1.564
H 2.85865 -3.51329 0.83312 0.374
H 2.86517 -1.83014 0.33382 0.217
H 1.84879 -2.99289 -0.54505 0.371
H 1.20315 -4.61449 1.97505 0.560
H 0.33650 -3.72621 3.20451 0.195
H 2.10884 -3.55210 3.00107 0.463
H 0.13334 -3.78755 -0.24413 0.717
H -0.49658 -2.07538 -0.18360 0.817
H -1.12294 -3.36571 0.90867 0.059
H -2.43607 -1.93827 1.13232 0.237
H -1.94387 -0.22112 0.70462 -0.434
H -3.24602 -0.52298 1.87151 0.703
H -1.62713 -3.06310 3.25021 0.267
H -2.65225 -1.81574 3.95230 0.459
H -1.00443 -2.08336 4.47062 0.326
H -1.41428 1.36239 2.61840 0.215
H -0.77871 0.67243 4.13188 0.304
H -2.48523 0.53026 3.75480 0.558
H 0.93841 1.46496 4.20021 0.286
H 1.39198 1.67284 2.54376 0.084
H 2.64174 1.42653 3.82836 0.633
H 0.68780 -0.82774 5.16493 0.274
H 2.47886 -0.70687 5.21872 0.438
H 1.63496 -2.15320 4.54670 0.315
H 3.09669 -0.39690 1.66799 0.005
H 3.15776 -1.85436 2.68310 0.278
H 3.89547 -0.34194 3.35190 0.579
C -0.45016 -2.14881 -3.90974 -0.911
Si -1.18431 -0.41985 -4.10460 0.612
C 0.00668 0.84857 -4.82278 -1.159
C -2.65106 -0.59770 -5.30878 -1.267
C -1.80749 0.15037 -2.41533 -0.185
Si -3.04383 1.60708 -2.40766 0.029
C -4.71825 0.81353 -2.71480 -1.189
C -2.46066 2.97181 -3.54537 -0.743
C -3.17034 2.46908 -0.72799 -0.721
H -0.07443 -2.60151 -4.85370 0.330
H -1.26837 -2.82371 -3.57357 0.284
H 0.35686 -2.26430 -3.20883 0.144
H 0.97200 0.42469 -5.05154 0.409
H 0.19364 1.72962 -4.22836 0.266
H -0.46737 1.24824 -5.71448 0.458
H -2.47059 -0.52687 -6.35905 0.427
H -3.35715 0.20542 -5.01629 0.141
H -3.23857 -1.48488 -5.17724 0.364
H -2.26869 -0.78600 -2.03313 0.233
H -4.80186 0.18565 -3.56667 0.411
H -5.58834 1.47862 -2.80463 0.377
H -4.92212 0.21133 -1.79075 0.228
H -2.36996 2.76525 -4.67609 0.263
H -1.47213 3.34696 -3.23067 0.252
H -3.10915 3.89187 -3.51855 0.337
H -3.10899 1.72991 0.10836 0.089
H -4.24353 2.77532 -0.61251 0.392
H -2.40825 3.25422 -0.56273 0.212
S 0.36637 3.11072 -1.29229 -0.536
C 1.83671 3.16418 -0.39902 0.269
N 2.71031 2.20410 -0.21971 0.423
C 3.81423 2.68582 0.58918 -0.409
C 3.27331 3.97345 1.21988 -0.480
N 2.19938 4.26126 0.24274 -0.245
H 2.73072 1.28379 -0.65312 -0.178
H 4.74429 2.74479 -0.07603 0.380
H 4.11027 1.94074 1.34435 0.181
H 3.95972 4.78658 1.20235 0.344
H 2.92068 3.82017 2.24215 0.237
H 1.46773 4.96152 0.42923 0.291